The following is a DFT calculation (the ωB97M-V functional and the def2-TZVPD basis) of an isolated molecule of C24H28N4O.

Computed properties:
Total energy (a.u.): -1225.65245
LUMO (eV): 0.18
M (g mol⁻¹): 388.51
Maximum force (Eh/bohr): 0.0222
ΔE to the lowest compared entry with this formula, charge and spin (kcal/mol): 21.9
SMILES: CC(C)C(=O)N1CCN(c2nc(-c3ccccc3)c3c(c2C#N)CCCC3)CC1

```
! wB97M-V def2-TZVPD RIJCOSX def2/J DEFGRID3
* xyz 0 1
C 3.63770 2.46869 -2.49608
H 3.08534 3.21357 -3.06413
H 3.91911 1.65236 -3.15594
H 4.54724 2.92397 -2.11097
C 2.78327 1.93264 -1.34980
C 3.50892 0.77164 -0.67825
O 4.21064 0.00781 -1.31378
N 3.32949 0.60703 0.65806
C 2.43731 1.35908 1.51891
H 1.61782 1.78090 0.93960
C 1.83282 0.40425 2.56303
N 1.58343 -0.88477 1.95897
C 0.41930 -1.04387 1.26508
N -0.38439 0.01530 1.21138
C -1.54961 -0.05167 0.58389
C -1.97290 -1.18648 -0.11977
C -1.17077 -2.32124 -0.04912
C 0.02479 -2.27336 0.68665
C 0.74369 -3.46598 0.88293
N 1.26693 -4.47334 1.06586
C -1.52471 -3.59987 -0.75336
C -2.94305 -3.60412 -1.31226
C -3.22738 -2.27108 -1.99237
C -3.23603 -1.17270 -0.93533
H -3.35881 -0.19015 -1.39760
H -4.09580 -1.33168 -0.27740
H -4.19122 -2.29758 -2.50348
H -2.45465 -2.06683 -2.73680
H -3.05398 -4.43036 -2.01619
H -3.66085 -3.75540 -0.50278
H -1.38012 -4.44211 -0.07163
H -0.81044 -3.73534 -1.57329
C -2.35388 1.18555 0.65575
C -1.78356 2.40336 0.30008
C -2.51729 3.57228 0.38078
C -3.82493 3.54175 0.83506
C -4.39185 2.33706 1.21560
C -3.66304 1.16535 1.12567
H -4.10307 0.23317 1.44700
H -5.40615 2.31014 1.58621
H -4.39837 4.45461 0.89961
H -2.06704 4.51072 0.09161
H -0.76318 2.42506 -0.05016
C 2.80373 -1.58053 1.59289
H 3.11300 -2.25652 2.39827
C 3.91286 -0.55365 1.29870
H 4.64577 -0.98178 0.61396
H 4.42014 -0.23940 2.21507
H 2.62704 -2.17518 0.69588
H 2.51073 0.25237 3.40599
H 0.88913 0.80882 2.92700
H 2.98051 2.17256 2.01802
C 1.45291 1.38777 -1.88124
H 0.88012 2.18125 -2.35746
H 1.64808 0.61162 -2.61799
H 0.85195 0.95368 -1.08366
H 2.60330 2.74059 -0.63673
*
```